i) {"formula": "C5H10OS", "method": "the ωB97M-V functional and the def2-TZVPD basis", "symbols": ["C", "S", "C", "C", "C", "C", "O", "H", "H", "H", "H", "H", "H", "H", "H", "H", "H"], "coordinates": [[1.37132, -1.38702, 2.30576], [1.49661, 0.28252, 1.45323], [-0.22674, 0.53010, 0.92403], [-0.61888, -0.17645, -0.37441], [-0.08297, 0.60059, -1.63231], [-1.11221, 0.88289, -2.68092], [-0.96032, 1.62228, -3.60499], [2.31881, -1.81496, 2.01607], [0.47066, -1.97181, 2.16934], [1.40638, -1.06803, 3.34537], [-0.85956, 0.23628, 1.75921], [-0.37005, 1.59732, 0.74810], [-0.20894, -1.18711, -0.39307], [-1.70867, -0.24755, -0.43209], [0.87814, 0.13344, -1.86473], [0.30448, 1.55466, -1.25919], [-2.09805, 0.41288, -2.47940]], "mulliken_charge": [-0.856, -0.078, -1.013, -0.454, -0.496, -0.056, -0.461, 0.260, 0.336, 0.293, 0.410, 0.455, 0.315, 0.371, 0.409, 0.274, 0.290], "multiplicity": 1, "e_lumo_ev": 0.87, "smiles": "CSCCCC=O", "homo_lumo_gap_ev": 9.6024}

ii) {"formula": "C5H10OS", "method": "the ωB97M-V functional and the def2-TZVPD basis", "symbols": ["C", "C", "C", "C", "S", "C", "O", "H", "H", "H", "H", "H", "H", "H", "H", "H", "H"], "coordinates": [[0.85926, -0.78954, 0.95968], [0.04379, 0.27895, 0.25445], [-0.32330, 1.46219, 1.11506], [-1.00175, -0.13499, -0.77166], [-1.33299, -1.83311, -1.25324], [0.29778, 0.50261, -1.20834], [1.25245, -0.24325, -1.87542], [1.68089, -0.28382, 1.50454], [0.24284, -1.35835, 1.71686], [1.26802, -1.46898, 0.25405], [-0.89074, 2.20594, 0.53540], [-0.93338, 1.16140, 1.96311], [0.58978, 1.92815, 1.50273], [-1.86314, 0.47407, -0.80511], [-0.95299, -2.41536, -0.08647], [0.26794, 1.53732, -1.57414], [0.79552, -1.02322, -2.23153]], "mulliken_charge": [-1.680, 1.429, -1.486, -0.503, -0.270, -0.345, -0.540, 0.417, 0.307, 0.419, 0.362, 0.335, 0.353, 0.390, 0.141, 0.335, 0.337], "multiplicity": 1, "e_lumo_ev": 0.71, "smiles": "CC1(C)[C@H](S)[C@@H]1O", "homo_lumo_gap_ev": 9.9153}

Which one sits at the top of the stability order? ii) does.

i) {"formula": "ClO4Pb", "method": "the ωB97M-V functional and the def2-TZVPD basis", "symbols": ["Pb", "Cl", "O", "O", "O", "O"], "coordinates": [[2.21528, 1.50709, 1.58400], [-0.47325, -0.34638, -0.29606], [-1.24600, 0.36952, -1.26618], [0.94142, 0.14563, -0.39144], [-0.89893, 0.04184, 1.02523], [-0.53852, -1.71772, -0.65555]], "mulliken_charge": [1.647, 1.737, -0.530, -0.684, -0.667, -0.503], "multiplicity": 1, "charge": 1, "e_lumo_ev": -8.80, "homo_lumo_gap_ev": 5.0651}

ii) {"formula": "ClO4Pb", "method": "the ωB97M-V functional and the def2-TZVPD basis", "symbols": ["Pb", "Cl", "O", "O", "O", "O"], "coordinates": [[0.35280, 14.44347, 15.63953], [-1.66870, 15.12034, 17.79566], [-1.49288, 13.76792, 17.38149], [-3.11324, 15.42227, 17.84254], [-1.24746, 15.49687, 19.14366], [-0.61196, 15.73881, 16.91014]], "mulliken_charge": [1.417, 1.740, -0.684, -0.431, -0.474, -0.569], "multiplicity": 1, "charge": 1, "e_lumo_ev": -7.54, "homo_lumo_gap_ev": 7.7518}

Which one sits at the top of the stability order? ii) does.

i) {"formula": "C2HClN2O2", "method": "the ωB97M-V functional and the def2-TZVPD basis", "symbols": ["O", "N", "O", "C", "C", "N", "Cl", "H"], "coordinates": [[-2.49105, -0.84497, -0.07500], [-1.25736, -0.86517, -0.00417], [-0.54614, -1.87700, -0.01328], [-0.62564, 0.39438, 0.09087], [0.72629, 0.57193, -0.08865], [1.92293, 0.61232, -0.27374], [3.60194, 0.74928, 0.04101], [-1.33097, 1.25922, 0.32296]], "mulliken_charge": [-0.560, 0.866, -0.571, -0.818, 0.908, -0.264, 0.117, 0.321], "multiplicity": 1, "e_lumo_ev": -1.38, "smiles": "O=[N+]([O-])C=C=NCl", "homo_lumo_gap_ev": 8.1876}

ii) {"formula": "C2HClN2O2", "method": "the ωB97M-V functional and the def2-TZVPD basis", "symbols": ["O", "C", "N", "N", "O", "C", "Cl", "H"], "coordinates": [[0.20249, -1.57440, -0.78548], [-0.04378, -0.43213, -0.18384], [-1.12779, -0.24181, 0.55852], [-1.21606, 0.85734, 1.05528], [-0.16881, 1.52449, 0.58620], [0.68556, 0.70091, -0.09958], [2.00389, 1.41175, -0.69822], [-0.33549, -2.24614, -0.43288]], "mulliken_charge": [-0.501, 0.279, -0.255, -0.130, -0.082, 0.487, -0.154, 0.358], "multiplicity": 1, "e_lumo_ev": 0.59, "smiles": "Oc1nnoc1Cl", "homo_lumo_gap_ev": 10.1614}

Which one sits at the top of the stability order? ii) does.